This record from the Open Molecules 2025 dataset describes 6 unconnected molecules or ions with the total composition C16H48N3O8 in a non-equilibrium geometry. The level of theory is ωB97M-V with the def2-TZVPD basis set.

Results
Charge: +1
HOMO energy in eV: -12.069
ΔE to the lowest compared entry with this formula, charge and spin in kcal/mol: 0.00
LUMO level in hartree: -0.0730
Electronic energy in eV: -38213.84153
Orbital gap in Ha: 0.37048

Geometry as XYZ:
```
75
C16H48N3O8 ωB97M-V with the def2-TZVPD basis set
O 0.58038 0.57313 0.36675
H 0.76733 1.41533 0.89195
H 0.24418 -0.18104 0.95342
H 1.35761 0.26732 -0.16814
C 3.64345 -0.88463 -3.51427
C 2.86937 -0.79014 -2.20823
C 3.77322 -0.50791 -1.05501
O 3.03199 -0.67961 0.13777
C 3.76856 -0.41073 1.31208
N 1.82867 0.26748 -2.22997
H 4.04130 0.09642 -3.78652
H 2.97523 -1.23602 -4.29867
H 4.50001 -1.55716 -3.44914
H 2.33168 -1.72952 -2.07048
H 4.20475 0.50852 -1.11952
H 4.68523 -1.12428 -1.07192
H 3.06102 -0.22155 2.12334
H 4.37182 0.50023 1.22563
H 4.38639 -1.26987 1.57902
H 1.23328 0.11157 -3.04089
H 2.27472 1.15658 -2.45625
C 2.54256 3.76328 -0.87745
C 1.22904 3.92846 -0.14770
C 0.01937 3.56866 -0.96944
O 0.01729 4.38471 -2.11631
C -1.10150 4.11494 -2.93398
N 1.19282 3.08251 1.07968
H 2.58296 4.45622 -1.71846
H 2.68589 2.75961 -1.28950
H 3.39679 3.99260 -0.23696
H 1.15989 4.98613 0.13031
H -0.88606 3.75165 -0.38076
H 0.09399 2.52766 -1.31223
H -0.98731 3.15655 -3.45193
H -1.17580 4.91002 -3.67405
H -2.03060 4.12038 -2.35275
H 0.77038 3.58515 1.85292
H 2.14761 2.90285 1.38207
C -1.27645 -5.80331 -0.72785
C -1.47048 -4.44436 -0.05859
C -2.93513 -4.25985 0.31311
O -3.20425 -3.07408 0.99506
C -3.15563 -1.92712 0.16279
N -0.67290 -4.31850 1.18450
H -1.96864 -5.94011 -1.56237
H -1.51024 -6.58269 0.00396
H -0.26305 -5.96058 -1.09183
H -1.14437 -3.65048 -0.73734
H -3.22948 -5.10220 0.94654
H -3.53752 -4.34001 -0.60447
H -2.13502 -1.61520 -0.05971
H -3.66700 -1.13507 0.70984
H -3.72493 -2.09141 -0.76038
H 0.25670 -4.70894 1.07066
H -1.11668 -4.83212 1.93809
C -3.72565 2.67965 0.77871
C -2.60720 1.68941 0.90812
O -2.33800 1.08720 -0.36051
O -4.87729 1.91702 0.44326
H -3.46951 3.38933 -0.01836
H -3.88264 3.25659 1.69733
H -2.87124 0.92371 1.64514
H -1.70215 2.20446 1.23289
H -3.21583 0.81224 -0.65833
H -5.64015 2.49344 0.34348
C -0.73383 -1.44784 2.85315
C 0.05580 -0.53827 3.74573
O 0.18680 0.74810 3.13058
O -0.11105 -1.61653 1.57632
H -1.76602 -1.09735 2.73617
H -0.81529 -2.41767 3.35339
H 1.04303 -0.98527 3.92016
H -0.44279 -0.45130 4.71287
H 0.38760 1.39921 3.80803
H -0.30705 -2.55556 1.32541
```



This record from the Open Molecules 2025 dataset describes 7 unconnected molecules or ions with the total composition C16H48N6O10 in a non-equilibrium geometry. The level of theory is ωB97M-V with the def2-TZVPD basis set.

Results
Charge: 0
HOMO energy in eV: -8.448
ΔE to the lowest compared entry with this formula, charge and spin in kcal/mol: 0.00
SMILES: COC[C@H](C)N.COC[C@H](C)N.NC(N)=O.NC(N)=O.OCCO.OCCO.OCCO
LUMO level in hartree: 0.0105
Electronic energy in eV: -46784.96217
Orbital gap in Ha: 0.32096

Geometry as XYZ:
```
80
C16H48N6O10 ωB97M-V with the def2-TZVPD basis set
C -5.89297 -31.80309 -17.26521
C -4.56458 -31.47271 -17.92875
C -4.61480 -30.27719 -18.89485
O -3.50154 -30.32484 -19.74052
C -3.40563 -29.17925 -20.57489
N -3.52452 -31.30348 -16.87633
H -6.13285 -30.94710 -16.63854
H -5.90980 -32.77780 -16.78511
H -6.66587 -31.80142 -18.03928
H -4.07906 -32.26858 -18.51079
H -4.74674 -29.33411 -18.35242
H -5.54300 -30.46465 -19.45427
H -4.30686 -29.04357 -21.18059
H -2.53338 -29.41025 -21.18548
H -3.25669 -28.26495 -19.99145
H -2.59867 -31.10655 -17.24276
H -3.41220 -32.25047 -16.51665
C -11.18119 -29.81779 -22.90454
C -9.69826 -30.06921 -23.19070
C -9.46500 -30.44360 -24.64910
O -9.99575 -31.71299 -24.94878
C -10.05817 -31.87064 -26.34198
N -8.94999 -28.90963 -22.77170
H -11.71026 -30.64825 -23.37751
H -11.51231 -28.92932 -23.45186
H -11.42393 -29.65826 -21.85819
H -9.41511 -30.97707 -22.62980
H -8.38062 -30.39390 -24.81096
H -9.82451 -29.54945 -25.17936
H -10.72394 -31.23037 -26.92519
H -10.39935 -32.88351 -26.58715
H -9.04547 -31.87860 -26.76472
H -7.93828 -28.97037 -22.85091
H -9.07755 -28.77214 -21.75880
C -13.33898 -32.59137 -20.59760
C -14.36076 -31.75240 -21.30518
O -14.26791 -30.37734 -20.96226
O -11.99077 -32.19461 -20.84842
H -13.42420 -33.64262 -20.91646
H -13.53068 -32.75107 -19.52858
H -15.34888 -32.17493 -21.10690
H -14.27342 -31.85487 -22.39396
H -13.31761 -30.20014 -20.95263
H -11.61938 -32.90869 -21.36689
C -8.34916 -24.35825 -18.26145
C -7.64892 -25.30228 -17.31061
O -7.04813 -26.35252 -18.04890
O -7.30287 -23.80447 -19.04325
H -8.80335 -23.57656 -17.63938
H -9.12902 -24.88860 -18.80857
H -8.31132 -25.70562 -16.53984
H -6.90258 -24.80580 -16.67933
H -6.32619 -25.94980 -18.54919
H -7.70882 -23.47390 -19.85182
C -6.95441 -26.13698 -21.82856
C -8.32248 -25.70531 -22.30309
O -8.85156 -26.41493 -23.42301
O -6.82074 -27.37154 -21.14129
H -6.50838 -25.33811 -21.22058
H -6.25936 -26.10278 -22.67336
H -8.41626 -24.62286 -22.39363
H -9.01825 -25.92065 -21.47071
H -8.76133 -27.33423 -23.12488
H -7.43224 -27.35232 -20.38838
C -8.55249 -31.26639 -14.71367
O -8.98612 -31.13478 -15.86534
N -9.12605 -30.68904 -13.65023
N -7.41952 -31.99857 -14.45640
H -8.81236 -30.73682 -12.70172
H -9.86386 -30.03552 -13.85806
H -7.13396 -32.59300 -15.21001
H -7.10870 -32.14543 -13.51716
C -8.67011 -29.38296 -18.92886
O -8.80413 -28.80012 -20.01556
N -9.39366 -30.48538 -18.57147
N -7.69112 -29.03049 -18.05447
H -10.14631 -30.80832 -19.15168
H -9.36268 -30.75818 -17.59166
H -7.23522 -28.13816 -17.93567
H -7.67370 -29.66091 -17.26529
```



This record from the Open Molecules 2025 dataset describes 8 unconnected molecules or ions with the total composition C16H48O16 in a non-equilibrium geometry. The level of theory is ωB97M-V with the def2-TZVPD basis set.

Results
Charge: 0
HOMO energy in eV: -9.437
ΔE to the lowest compared entry with this formula, charge and spin in kcal/mol: 226.05
SMILES: OCCO.OCCO.OCCO.OCCO.OCCO.OCCO.OCCO.OCCO
LUMO level in hartree: 0.0043
Electronic energy in eV: -50117.46225
Orbital gap in Ha: 0.35110

Geometry as XYZ:
```
80
C16H48O16 ωB97M-V with the def2-TZVPD basis set
C 0.88500 43.21900 9.87400
C -0.46100 42.75800 10.23400
O -0.78300 41.58200 9.63600
O 1.11800 44.37600 10.60700
H 0.94500 43.37600 8.85700
H 1.61000 42.58300 10.04900
H -1.21300 43.49300 10.35400
H -0.60800 42.52000 11.15800
H -0.19000 40.88000 10.08600
H 0.35500 45.04800 10.36100
C -0.19300 43.38200 15.07400
C -1.46100 42.62200 15.69500
O -1.48200 41.32300 15.74400
O -0.41000 44.76800 15.20700
H -0.02400 43.08500 13.97100
H 0.68700 42.98000 15.62700
H -2.37800 43.09600 15.10500
H -1.81600 43.04300 16.62900
H -1.30400 40.88700 14.87200
H 0.48200 45.23200 15.43900
C 0.59500 39.35900 14.31100
C 1.68300 40.17100 15.12400
O 2.49800 39.22000 15.69300
O -0.29200 40.22600 13.58600
H -0.11800 38.80500 14.96500
H 1.04400 38.57600 13.64500
H 1.18600 40.67200 15.95100
H 2.28300 40.73400 14.34400
H 3.19800 39.53400 16.10000
H -0.36600 40.14400 12.74900
C 5.59400 39.52800 16.92100
C 6.03400 39.45300 18.39600
O 6.77600 38.28600 18.48400
O 4.71700 40.59600 16.68500
H 5.16900 38.59600 16.45700
H 6.52500 39.57300 16.38000
H 5.20900 39.19100 19.17400
H 6.61600 40.30300 18.61700
H 6.36900 37.38500 18.22000
H 5.04400 41.38800 16.74500
C -2.13900 35.14800 14.70500
C -1.30400 35.07800 13.45900
O -0.31000 36.04800 13.36800
O -2.92600 33.99300 14.77500
H -2.76400 35.93300 14.63700
H -1.52900 35.14100 15.58800
H -1.95300 35.17700 12.60300
H -0.87700 34.06200 13.52200
H 0.46700 35.80800 13.87500
H -3.24900 33.67500 15.57500
C 0.01400 38.12900 10.57300
C -1.42300 37.86900 10.84300
O -1.80100 36.83700 9.99200
O 0.36700 39.44300 10.89100
H 0.25600 37.67600 9.52800
H 0.43600 37.63000 11.39400
H -2.03400 38.81700 10.41500
H -1.72000 37.80000 11.91700
H -1.24900 36.05900 10.21100
H 1.29500 39.75600 10.50300
C 1.62900 40.97200 19.53600
C 0.45500 41.49700 18.77600
O -0.61200 40.59200 18.45100
O 2.45400 41.96300 19.87300
H 2.11100 40.11100 19.00500
H 1.30600 40.50800 20.63300
H 0.97400 42.09700 17.87500
H 0.18700 42.34600 19.38600
H -0.93600 40.76700 17.60100
H 1.92200 42.66900 20.30500
C 2.75000 35.13400 14.90400
C 1.99100 33.85200 15.17900
O 2.54900 32.86200 14.48000
O 2.07700 36.34500 15.15200
H 3.07000 35.22100 13.81900
H 3.85800 35.17500 15.34600
H 1.12500 34.07900 14.96000
H 1.98700 33.67000 16.19700
H 1.80700 32.14500 14.59800
H 2.74100 36.99600 15.20300
```